[1]
C62H70FIrN10O5S2 | the ωB97M-V functional and the def2-TZVPD basis

## Properties
2S+1 ... 2
E_HOMO (spin up / spin down) ... -8.41 / -8.50 eV
Frontier orbital gap (spin up / spin down) ... 5.47 / 5.31 eV
Charge ... +1
Energy relative to the best compared isomer or geometry (same formula, charge and spin) ... 0.0 kJ/mol
LUMO energy (spin up / spin down) ... -2.947 / -3.192 eV
⟨S²⟩ ... 0.78
Largest force on an atom ... 2.30 eV/Å
Electronic energy ... -4328.69954 hartree

Cartesian coordinates (Å):
Ir: -1.884 -0.589 0.647
C: 1.089 -2.244 -4.992
C: 1.563 -1.466 -3.756
C: 0.777 -1.808 -2.525
C: 0.801 -2.963 -1.804
C: 1.606 -4.204 -2.073
C: 3.129 -3.975 -2.061
C: -0.144 -2.781 -0.726
N: -0.739 -1.564 -0.810
C: -0.219 -0.967 -1.920
C: -0.674 0.214 -2.452
C: -1.693 0.985 -1.961
C: -2.210 2.159 -2.598
C: -1.765 2.709 -3.917
C: -2.666 2.243 -5.070
C: -3.211 2.639 -1.806
C: -3.310 1.768 -0.677
C: -4.171 1.955 0.377
C: -4.304 1.115 1.455
N: -3.691 -0.090 1.570
C: -4.217 -0.665 2.680
C: -3.912 -1.936 3.096
C: -2.978 -2.764 2.517
N: -2.193 -2.468 1.431
C: -1.364 -3.551 1.255
C: -0.460 -3.711 0.238
C: -1.617 -4.534 2.279
C: -2.626 -4.052 3.047
C: -3.288 -4.712 4.217
C: -4.675 -5.269 3.859
C: -0.828 -5.781 2.534
C: 0.152 -5.575 3.699
C: -5.146 0.227 3.335
C: -5.190 1.350 2.578
C: -5.902 2.637 2.844
C: -4.945 3.686 3.432
C: -5.816 -0.051 4.645
C: -4.831 0.087 5.818
N: -2.376 0.755 -0.779
C: -4.026 3.872 -2.030
C: -3.264 5.126 -1.575
H: 1.582 -1.881 -5.897
H: 0.011 -2.131 -5.127
H: 1.305 -3.308 -4.894
H: 1.480 -0.395 -3.953
H: 2.617 -1.679 -3.573
H: 1.307 -4.610 -3.042
H: 1.353 -4.968 -1.338
H: 3.483 -3.618 -3.031
H: 3.649 -4.909 -1.844
H: 3.413 -3.243 -1.304
H: -0.220 0.551 -3.373
H: -0.736 2.408 -4.122
H: -1.776 3.801 -3.874
H: -2.722 1.153 -5.097
H: -2.281 2.596 -6.029
H: -3.679 2.627 -4.947
H: -4.769 2.855 0.369
H: -4.427 -2.317 3.970
H: 0.022 -4.676 0.188
H: -3.378 -4.001 5.041
H: -2.661 -5.533 4.563
H: -5.323 -4.488 3.457
H: -5.154 -5.695 4.740
H: -4.586 -6.051 3.103
H: -0.266 -6.071 1.645
H: -1.510 -6.601 2.766
H: 0.862 -4.778 3.473
H: 0.717 -6.489 3.893
H: -0.384 -5.299 4.609
H: -6.728 2.463 3.535
H: -6.333 3.017 1.914
H: -4.620 3.387 4.430
H: -5.445 4.654 3.513
H: -4.056 3.803 2.809
H: -6.242 -1.058 4.637
H: -6.636 0.652 4.785
H: -4.007 -0.626 5.726
H: -5.331 -0.089 6.772
H: -4.404 1.092 5.830
H: -4.969 3.810 -1.486
H: -4.273 3.954 -3.090
H: -2.952 5.020 -0.532
H: -3.888 6.016 -1.670
H: -2.373 5.271 -2.193
F: 4.531 0.284 -2.382
C: 3.690 1.297 -2.067
C: 2.658 1.044 -1.206
C: 1.787 2.064 -0.846
C: 0.648 1.748 0.049
O: 0.461 0.602 0.412
C: -0.171 2.879 0.424
C: 0.138 4.107 -0.046
N: 1.157 4.383 -0.916
C: 1.450 5.745 -1.282
C: 0.339 6.716 -1.494
C: 1.131 6.222 -2.671
C: 1.997 3.356 -1.336
C: 3.045 3.587 -2.232
C: 3.902 2.566 -2.610
N: 4.935 2.867 -3.553
C: 5.880 3.920 -3.193
C: 6.258 4.674 -4.486
N: 5.891 3.784 -5.636
C: 6.434 2.406 -5.408
C: 5.627 1.781 -4.243
C: -1.371 2.756 1.351
O: -2.033 3.790 1.527
O: -1.610 1.617 1.875
H: 2.546 0.057 -0.764
H: -0.448 4.951 0.291
H: 2.356 6.126 -0.822
H: 0.494 7.733 -1.161
H: -0.678 6.366 -1.396
H: 1.822 6.901 -3.155
H: 0.643 5.520 -3.335
H: 3.189 4.579 -2.640
H: 6.776 3.498 -2.723
H: 5.427 4.602 -2.483
H: 7.324 4.886 -4.535
H: 5.708 5.606 -4.592
H: 6.189 4.176 -6.526
H: 4.872 3.694 -5.609
H: 7.490 2.497 -5.169
H: 6.330 1.821 -6.317
H: 6.309 1.224 -3.599
H: 4.885 1.087 -4.629
N: 4.276 -7.280 3.242
C: 3.936 -5.972 2.951
C: 3.072 -5.686 1.886
C: 2.792 -4.376 1.553
C: 3.367 -3.333 2.267
C: 4.212 -3.600 3.333
C: 4.488 -4.914 3.676
S: 3.053 -1.680 1.733
O: 3.527 -0.809 2.783
O: 3.655 -1.541 0.425
N: 1.471 -1.574 1.518
C: 0.678 -1.196 2.519
S: 1.176 -1.122 4.224
C: -0.425 -0.683 4.712
C: -1.216 -0.561 3.656
N: -0.623 -0.863 2.433
H: 3.716 -8.021 2.862
H: 4.754 -7.477 4.101
H: 2.635 -6.505 1.321
H: 2.119 -4.120 0.749
H: 4.646 -2.774 3.882
H: 5.147 -5.126 4.511
H: -0.681 -0.502 5.744
H: -2.236 -0.228 3.677

[2]
C62H71N3O3P2S3SrTe | the ωB97M-V functional and the def2-TZVPD basis

## Properties
E_HOMO ... -1.42 eV
Frontier orbital gap ... 4.84 eV
Charge ... -2
Energy relative to the best compared isomer or geometry (same formula, charge and spin) ... 0.0 kJ/mol
LUMO energy ... 3.416 eV
Largest force on an atom ... 3.38 eV/Å
Electronic energy ... -4971.32727 hartree

Cartesian coordinates (Å):
Sr: 0.624 0.497 0.592
C: 0.101 -1.694 -3.495
C: 1.177 -0.809 -3.736
C: 2.353 -1.450 -3.224
C: 1.942 -2.698 -2.705
C: 0.564 -2.855 -2.853
C: -0.285 -4.022 -2.396
C: -1.560 -3.503 -1.715
C: 0.481 -4.878 -1.383
C: -0.687 -4.900 -3.592
C: 3.836 -1.074 -3.136
C: 4.615 -1.729 -4.292
C: 4.142 0.428 -3.147
C: 4.429 -1.602 -1.813
C: 0.989 0.471 -4.559
C: -0.466 0.593 -5.047
C: 1.261 1.753 -3.751
C: 1.861 0.437 -5.827
H: -0.937 -1.522 -3.751
H: 2.596 -3.425 -2.242
H: -1.286 -2.780 -0.943
H: -2.132 -4.322 -1.259
H: -2.204 -3.005 -2.442
H: 0.841 -4.249 -0.566
H: 1.345 -5.356 -1.849
H: -0.163 -5.664 -0.971
H: -1.255 -4.310 -4.314
H: -1.305 -5.750 -3.272
H: 0.200 -5.287 -4.097
H: 4.282 -1.337 -5.256
H: 4.446 -2.807 -4.293
H: 5.694 -1.543 -4.197
H: 3.949 0.877 -4.120
H: 5.200 0.588 -2.918
H: 3.549 0.941 -2.387
H: 4.474 -2.690 -1.793
H: 3.816 -1.273 -0.972
H: 5.449 -1.227 -1.677
H: -1.153 0.664 -4.200
H: -0.751 -0.265 -5.657
H: -0.577 1.496 -5.658
H: 0.885 1.594 -2.744
H: 0.747 2.612 -4.201
H: 2.315 2.006 -3.689
H: 1.654 -0.476 -6.388
H: 2.923 0.449 -5.584
H: 1.647 1.299 -6.473
S: -0.958 2.590 1.828
C: 0.200 3.009 3.057
C: 0.285 4.345 3.458
C: 1.113 4.781 4.490
C: 1.148 6.157 4.841
N: 1.161 7.277 5.116
C: 1.895 3.832 5.179
C: 1.834 2.502 4.782
C: 1.030 2.054 3.725
S: 1.083 0.372 3.351
C: 2.738 4.210 6.259
N: 3.421 4.496 7.143
H: -0.343 5.074 2.964
H: 2.417 1.764 5.316
O: 1.904 -2.827 2.153
C: 0.918 -2.501 1.500
O: 0.826 -1.577 0.625
C: -0.416 -3.281 1.660
P: -1.758 -2.029 1.792
C: -3.239 -3.136 1.934
C: -3.292 -4.376 1.294
C: -4.444 -5.150 1.328
C: -5.574 -4.697 1.990
C: -5.543 -3.458 2.615
C: -4.394 -2.684 2.578
C: -1.666 -1.502 3.550
C: -2.316 -0.317 3.890
C: -2.349 0.123 5.202
C: -1.720 -0.613 6.195
C: -1.040 -1.775 5.861
C: -1.011 -2.217 4.547
H: -0.419 -4.008 2.468
H: -0.558 -3.792 0.704
H: -2.428 -4.742 0.753
H: -4.458 -6.115 0.835
H: -6.474 -5.299 2.011
H: -6.420 -3.090 3.134
H: -4.389 -1.714 3.056
H: -2.757 0.293 3.112
H: -2.841 1.057 5.445
H: -1.744 -0.275 7.225
H: -0.510 -2.329 6.626
H: -0.434 -3.100 4.304
C: -1.424 3.850 -1.981
P: 0.126 4.605 -1.410
C: 0.728 5.614 -2.810
C: -0.382 5.795 -0.143
O: 1.158 3.635 -0.981
H: -2.175 4.604 -2.220
H: -1.785 3.210 -1.173
H: -1.220 3.228 -2.853
H: -0.022 6.303 -3.200
H: 1.055 4.928 -3.593
H: 1.598 6.171 -2.461
H: -1.121 6.506 -0.516
H: 0.494 6.325 0.233
H: -0.807 5.185 0.658
C: -5.313 1.042 -1.268
Te: -3.630 0.531 0.034
C: -3.789 -1.330 -1.028
C: -5.186 -1.426 -1.553
C: -5.740 -2.649 -1.916
C: -7.034 -2.718 -2.408
C: -7.782 -1.557 -2.544
C: -7.235 -0.335 -2.180
C: -5.939 -0.260 -1.679
H: -4.950 1.584 -2.144
H: -6.032 1.682 -0.759
H: -3.559 -2.155 -0.361
H: -3.059 -1.338 -1.836
H: -5.148 -3.550 -1.801
H: -7.459 -3.676 -2.682
H: -8.795 -1.602 -2.926
H: -7.818 0.573 -2.282
N: 2.662 1.668 0.683
S: 3.728 0.612 1.114
C: 5.320 1.129 0.402
C: 6.436 0.321 0.571
C: 7.648 0.710 0.029
C: 7.747 1.902 -0.679
C: 6.621 2.694 -0.857
C: 5.402 2.303 -0.324
C: 4.330 0.913 2.799
C: 4.424 -0.172 3.658
C: 4.963 0.014 4.922
C: 5.394 1.273 5.321
C: 5.273 2.356 4.461
C: 4.735 2.176 3.196
H: 2.840 2.632 0.950
H: 6.348 -0.609 1.122
H: 8.522 0.081 0.151
H: 8.696 2.205 -1.102
H: 6.690 3.614 -1.424
H: 4.504 2.889 -0.490
H: 4.043 -1.138 3.343
H: 5.034 -0.824 5.604
H: 5.800 1.420 6.314
H: 5.579 3.342 4.785
H: 4.636 3.019 2.521